Entry 1:
C13H32BGaN3O as an isolated structure at a distorted geometry. Source: the Open Molecules 2025 dataset; level of theory: ωB97M-V with the def2-TZVPD basis set.

Structure (XYZ):
```
51
Properties=species:S:1:pos:R:3:nbo_charge:R:1
C -2.693 1.476 -2.429 -0.594
C -1.214 1.197 -2.155 -0.387
C -0.735 -0.045 -2.900 -0.398
C 0.430 -0.698 -2.134 -0.634
C 1.571 -1.184 -3.066 -0.616
Ga -0.160 -2.252 -0.910 0.766
C 0.946 -2.191 0.824 -0.870
C 1.019 -0.804 1.512 -0.410
C 2.422 -0.436 2.028 -0.415
C 3.005 0.821 1.405 -0.207
N 3.011 0.823 -0.059 -0.863
B -2.269 -2.287 -0.565 0.707
O -3.138 -2.569 -1.647 -0.999
N -2.810 -2.014 0.784 -0.761
C -4.124 -2.618 1.053 -0.422
C -2.776 -0.599 1.119 -0.397
H -2.791 1.702 -3.486 0.189
H -3.056 2.346 -1.891 0.192
H -3.315 0.615 -2.224 0.186
H -1.064 1.110 -1.082 0.197
H -0.663 2.071 -2.482 0.184
H -1.551 -0.735 -3.083 0.187
H -0.338 0.301 -3.856 0.171
H 0.858 0.071 -1.501 0.179
H 1.737 -2.247 -2.959 0.210
H 2.507 -0.700 -2.800 0.181
H 1.375 -0.970 -4.115 0.176
H 0.189 -3.658 -1.659 -0.328
H 0.652 -2.947 1.545 0.196
H 1.969 -2.437 0.545 0.177
H 0.367 -0.852 2.376 0.191
H 0.620 -0.020 0.872 0.177
H 2.332 -0.232 3.093 0.197
H 3.104 -1.273 1.955 0.189
H 4.030 0.970 1.726 0.164
H 2.398 1.648 1.743 0.177
H 3.078 -0.108 -0.441 0.365
H 2.220 1.311 -0.442 0.360
H -3.514 -1.767 -2.031 0.486
H -4.762 -1.914 1.579 0.171
H -4.014 -3.474 1.714 0.182
H -4.665 -2.907 0.156 0.196
H -3.436 0.022 0.504 0.150
H -3.128 -0.489 2.142 0.176
H -1.763 -0.222 1.112 0.220
C 3.191 5.111 3.154 -0.717
C 2.696 3.877 3.751 0.282
N 2.304 2.910 4.218 -0.318
H 4.273 5.063 3.055 0.252
H 2.750 5.244 2.169 0.257
H 2.925 5.958 3.783 0.245
```

As for the net charge: -1. Its strongest force on any atom is 0.031 Eh/bohr. Its HOMO-LUMO gap is 0.215 Ha.

=====

Entry 2:
A 2-piece molecular cluster, C5H14NO overall at a distorted geometry. Source: the Open Molecules 2025 dataset; level of theory: ωB97M-V with the def2-TZVPD basis set.

Structure (XYZ):
```
21
Properties=species:S:1:pos:R:3:nbo_charge:R:1
C -1.402 0.014 -0.850 -0.238
C 0.148 -0.167 -1.151 -0.464
C 1.138 0.445 -0.215 -0.260
C 1.246 1.796 -0.025 -0.120
C 2.248 2.339 0.800 -0.684
N -1.567 -0.691 0.503 -0.684
H -2.085 -0.315 -1.623 0.239
H -1.556 1.139 -0.878 0.237
H 0.329 0.189 -2.138 0.244
H 0.344 -1.137 -1.360 0.214
H 1.731 -0.275 0.190 0.205
H 0.481 2.386 -0.485 0.202
H 2.617 3.381 0.541 0.246
H 3.191 1.775 1.075 0.245
H 1.819 2.525 1.811 0.240
H -0.928 -0.281 1.151 0.435
H -1.362 -1.664 0.372 0.464
H -2.452 -0.428 0.880 0.430
H -0.975 -3.828 -0.194 0.494
H -1.866 -3.856 0.982 0.501
O -1.100 -3.349 0.614 -0.947
```

As for the net charge: +1. Its strongest force on any atom is 0.107 Eh/bohr. Its HOMO-LUMO gap is 0.347 Ha.

=====

Entry 3:
A 12-piece molecular cluster, C60H56O20 overall at a distorted geometry. Source: the Open Molecules 2025 dataset; level of theory: ωB97M-V with the def2-TZVPD basis set.

Structure (XYZ):
```
136
Properties=species:S:1:pos:R:3:mulliken_charge:R:1
O -8.662 7.741 21.187 -0.516
C -7.680 7.507 20.437 0.594
C -7.237 8.416 19.357 0.300
C -6.125 8.251 18.619 -0.011
C -5.227 7.110 18.779 -0.072
O -4.177 6.903 18.143 -0.596
C -5.774 6.170 19.730 -0.354
C -6.877 6.279 20.483 -0.660
H -7.877 9.264 19.159 0.028
H -5.990 8.960 17.816 0.431
H -5.171 5.293 19.911 0.417
H -7.010 5.631 21.336 0.469
O -8.941 12.847 24.746 -0.374
C -8.290 12.605 23.813 -0.143
C -8.678 11.650 22.767 0.021
C -7.820 11.247 21.773 0.180
C -6.556 11.965 21.443 0.251
O -5.989 11.580 20.441 -0.531
C -6.192 12.906 22.467 -0.806
C -6.992 13.192 23.540 -0.398
H -9.706 11.328 22.847 0.378
H -8.258 10.532 21.093 0.441
H -5.244 13.424 22.470 0.424
H -6.687 13.836 24.352 0.446
O -14.083 4.229 19.928 -0.563
C -14.941 5.116 19.980 0.224
C -14.757 6.563 19.531 -0.575
C -15.908 7.394 19.532 0.407
C -17.295 6.985 19.868 0.149
O -18.270 7.763 19.756 -0.545
C -17.338 5.565 20.259 -0.440
C -16.286 4.773 20.346 -0.351
H -13.751 6.798 19.218 0.597
H -15.841 8.373 19.081 0.192
H -18.269 5.080 20.513 0.397
H -16.515 3.830 20.820 0.376
O -14.731 12.693 22.005 -0.156
C -15.795 12.146 22.215 0.228
C -15.905 10.756 22.766 0.246
C -17.051 10.177 23.168 -0.526
C -18.358 10.859 23.130 0.135
O -19.402 10.378 23.556 -0.587
C -18.270 12.205 22.493 -0.554
C -17.123 12.768 22.081 -0.509
H -15.030 10.128 22.688 0.415
H -17.149 9.141 23.456 0.465
H -19.206 12.745 22.490 0.403
H -17.275 13.735 21.626 0.482
O -11.992 9.384 23.539 -0.570
C -11.974 10.425 24.158 0.289
C -12.177 11.794 23.547 -0.066
C -12.119 12.921 24.316 -0.051
C -11.852 12.932 25.764 0.005
O -11.920 13.935 26.466 -0.597
C -11.403 11.671 26.249 -0.292
C -11.418 10.564 25.474 -0.285
H -12.546 11.713 22.535 0.395
H -12.307 13.895 23.888 0.350
H -10.901 11.704 27.205 0.423
H -10.848 9.755 25.908 0.418
O -9.367 4.791 17.344 -0.538
C -8.724 5.517 16.669 0.176
C -7.636 5.071 15.747 -0.563
C -6.997 5.995 14.996 -0.506
C -7.069 7.459 15.191 0.255
O -6.323 8.263 14.665 -0.554
C -8.074 7.833 16.127 0.073
C -8.913 6.923 16.758 -0.372
H -7.513 4.015 15.553 0.471
H -6.245 5.648 14.302 0.382
H -8.303 8.878 16.277 0.552
H -9.730 7.310 17.348 0.627
O -11.120 14.439 21.091 -0.588
C -11.947 14.547 20.179 0.269
C -11.788 14.253 18.738 -0.079
C -12.879 14.402 17.869 -0.143
C -14.241 14.849 18.157 -0.229
O -15.046 15.176 17.295 -0.589
C -14.332 15.020 19.650 -0.215
C -13.289 14.884 20.528 -0.154
H -10.829 14.006 18.306 0.592
H -12.649 14.281 16.821 0.436
H -15.190 15.491 20.107 0.452
H -13.382 14.992 21.598 0.240
O -14.175 9.780 20.269 -0.526
C -13.169 10.119 19.670 0.463
C -11.758 10.017 20.130 -0.896
C -10.700 10.341 19.335 1.143
C -10.774 10.965 17.980 -0.332
O -9.712 11.216 17.348 -0.445
C -12.163 11.049 17.541 -0.865
C -13.244 10.652 18.288 0.502
H -11.572 9.594 21.106 0.828
H -9.713 10.189 19.746 -0.649
H -12.318 11.391 16.528 0.528
H -14.270 10.719 17.957 0.334
C -18.492 10.379 18.948 -1.331
C -17.229 10.751 18.208 0.873
C -16.429 11.911 18.695 0.481
O -16.851 9.967 17.283 -0.585
H -19.009 9.545 18.473 0.368
H -19.143 11.253 18.955 0.474
H -18.359 9.989 19.957 0.120
H -15.761 12.214 17.889 -0.234
H -15.822 11.567 19.532 -0.826
H -17.114 12.698 19.013 0.790
C -15.277 10.402 14.204 -1.142
C -15.137 11.887 14.455 0.888
C -16.369 12.759 14.307 -1.133
O -14.059 12.351 14.764 -0.458
H -14.350 9.865 14.405 0.234
H -15.396 10.304 13.125 0.467
H -16.167 10.033 14.714 0.236
H -17.060 12.440 13.527 0.412
H -16.157 13.809 14.106 0.340
H -16.934 12.753 15.238 0.189
C -9.632 13.549 15.335 -0.275
C -10.553 13.816 14.214 0.601
C -10.969 12.601 13.369 -0.760
O -10.759 15.015 13.909 -0.641
H -8.861 12.825 15.073 -0.082
H -10.177 13.325 16.252 -0.025
H -9.059 14.454 15.541 0.564
H -10.329 12.404 12.509 0.378
H -12.037 12.505 13.174 0.133
H -10.826 11.829 14.125 0.106
C -6.748 11.595 16.092 -0.344
C -5.282 11.558 15.992 0.577
C -4.647 12.440 14.889 -1.250
O -4.560 10.878 16.735 -0.593
H -7.225 10.819 16.689 -0.399
H -7.180 11.638 15.092 0.339
H -7.073 12.538 16.531 0.582
H -4.729 11.848 13.977 0.292
H -3.595 12.626 15.106 0.347
H -5.154 13.404 14.847 0.363
```

As for the net charge: 0. Its strongest force on any atom is 0.099 Eh/bohr. Its HOMO-LUMO gap is 0.252 Ha.

=====

Entry 4:
The molecule C6H9N. Source: the Open Molecules 2025 dataset; level of theory: ωB97M-V with the def2-TZVPD basis set.

Structure (XYZ):
```
16
Properties=species:S:1:pos:R:3:nbo_charge:R:1
C -1.447 -2.699 1.458 -0.682
C -1.103 -1.425 0.830 0.016
C -0.776 -0.320 0.473 -0.047
C -0.397 1.076 0.231 -0.288
N 1.026 1.237 -0.075 -0.391
C 1.346 2.067 -1.222 -0.257
C 1.531 0.597 -1.274 -0.260
H -2.491 -2.970 1.268 0.234
H -1.311 -2.581 2.538 0.235
H -0.801 -3.514 1.113 0.235
H -1.045 1.516 -0.546 0.193
H -0.592 1.618 1.165 0.227
H 2.192 2.740 -1.105 0.202
H 0.513 2.475 -1.798 0.185
H 0.832 0.020 -1.882 0.196
H 2.525 0.162 -1.174 0.204
```

As for the net charge: 0. Its strongest force on any atom is 0.014 Eh/bohr. Its HOMO-LUMO gap is 0.372 Ha.

=====

Entry 5:
A 2-piece molecular cluster, C23H23BrNO3S overall at a distorted geometry. Source: the Open Molecules 2025 dataset; level of theory: ωB97M-V with the def2-TZVPD basis set.

Structure (XYZ):
```
52
Properties=species:S:1:pos:R:3:nbo_charge:R:1
Br 7.305 0.825 -2.936 -0.016
C 5.416 0.860 -2.860 -0.179
C 4.689 -0.348 -2.836 -0.234
C 3.300 -0.327 -2.793 -0.269
C 2.591 0.911 -2.754 -0.165
S 0.931 0.931 -2.653 -0.452
C 3.344 2.123 -2.787 -0.268
C 4.734 2.093 -2.832 -0.231
H 5.216 -1.296 -2.852 0.204
H 2.723 -1.249 -2.782 0.213
H 2.802 3.065 -2.772 0.216
H 5.296 3.022 -2.846 0.205
C 0.000 5.970 0.287 -0.250
O 0.706 4.734 0.544 -0.501
C 0.073 3.578 0.837 0.217
C 0.787 2.392 0.874 -0.195
C 0.143 1.156 1.124 -0.081
C 0.837 -0.059 0.891 -0.034
C 0.211 -1.320 0.731 -0.101
C -1.139 -1.437 0.277 -0.179
C -1.786 -2.653 0.247 -0.186
C -1.094 -3.824 0.624 0.163
N -1.762 -5.051 0.672 -0.501
C -1.837 -5.923 -0.479 -0.392
C -2.703 -5.360 1.728 -0.392
C 0.284 -3.746 0.963 -0.225
C 0.920 -2.527 1.019 -0.169
C -1.188 1.169 1.621 -0.228
C -1.952 2.316 1.606 0.209
O -3.233 2.276 2.048 -0.518
C -4.246 3.165 1.521 -0.262
C -1.364 3.563 1.123 0.452
O -2.068 4.606 0.999 -0.670
H 0.781 6.717 0.437 0.171
H -0.345 5.983 -0.754 0.179
H -0.844 6.124 0.966 0.221
H 1.847 2.401 0.625 0.234
H 1.926 -0.003 0.852 0.221
H -1.684 -0.543 -0.027 0.235
H -2.832 -2.720 -0.064 0.208
H -1.105 -5.604 -1.230 0.215
H -1.620 -6.956 -0.172 0.179
H -2.845 -5.910 -0.928 0.167
H -2.594 -4.630 2.539 0.211
H -3.742 -5.346 1.362 0.166
H -2.493 -6.366 2.118 0.180
H 0.805 -4.675 1.203 0.215
H 1.969 -2.446 1.313 0.214
H -1.663 0.254 1.969 0.226
H -5.061 3.064 2.240 0.174
H -3.873 4.192 1.471 0.236
H -4.565 2.828 0.526 0.168
```

As for the net charge: -1. Its strongest force on any atom is 0.058 Eh/bohr. Its HOMO-LUMO gap is 0.158 Ha.

=====

Entry 6:
C21H22CuN9O2S3 as an isolated structure. Source: the Open Molecules 2025 dataset; level of theory: ωB97M-V with the def2-TZVPD basis set.

Structure (XYZ):
```
58
Properties=species:S:1:pos:R:3:nbo_charge:R:1
Cu -1.539 -0.125 -0.620 0.774
N 3.229 2.735 3.398 -0.815
C 1.934 2.186 3.500 0.137
C 1.586 1.392 4.590 -0.290
C 0.332 0.798 4.652 -0.167
C -0.582 0.992 3.630 -0.334
C -0.244 1.788 2.542 -0.175
C 1.006 2.380 2.478 -0.231
S -2.196 0.220 3.735 2.335
O -3.104 1.266 4.150 -0.980
O -2.035 -0.885 4.656 -0.984
N -2.386 -0.122 2.198 -0.942
C -2.904 -1.242 1.676 0.577
N -3.631 -2.151 2.378 -0.505
C -3.968 -3.271 1.765 0.088
C -3.642 -3.555 0.447 -0.403
C -2.995 -2.541 -0.238 0.101
N -2.638 -1.401 0.340 -0.600
H 3.684 2.881 4.282 0.363
H 3.279 3.550 2.810 0.369
H 2.307 1.240 5.389 0.191
H 0.050 0.166 5.487 0.234
H -0.970 1.918 1.746 0.262
H 1.273 3.000 1.627 0.200
H -4.548 -3.971 2.364 0.170
H -3.914 -4.484 -0.034 0.206
H -2.771 -2.618 -1.297 0.224
S -2.463 -0.733 -3.634 -0.419
C -2.556 0.960 -3.362 -0.188
S -1.828 1.698 -1.969 -0.413
C -3.193 1.793 -4.303 -0.537
C -3.844 1.281 -5.467 0.354
N -4.401 0.939 -6.422 -0.461
C -3.270 3.213 -4.173 0.348
N -3.369 4.365 -4.141 -0.456
C 2.949 -0.311 -3.812 -0.409
C 1.506 0.161 -3.825 -0.210
N 0.788 -0.546 -2.791 -0.648
C 1.268 -0.654 -1.529 0.623
N 0.450 -0.808 -0.539 -0.657
C 0.943 -1.127 0.795 -0.229
C 2.373 -1.642 0.797 -0.419
C 3.207 -0.712 -0.062 -0.199
N 2.662 -0.696 -1.405 -0.464
C 3.503 -0.079 -2.416 -0.192
H 3.549 0.228 -4.547 0.199
H 2.976 -1.380 -4.037 0.202
H 1.015 -0.049 -4.774 0.218
H 1.468 1.247 -3.668 0.181
H -0.227 -0.579 -2.890 0.454
H 0.270 -1.871 1.229 0.203
H 0.875 -0.241 1.431 0.203
H 2.411 -2.644 0.359 0.195
H 2.768 -1.688 1.814 0.208
H 4.240 -1.061 -0.130 0.182
H 3.222 0.295 0.383 0.177
H 4.503 -0.510 -2.323 0.183
H 3.596 1.005 -2.241 0.166
```

As for the net charge: -2. Its strongest force on any atom is 0.016 Eh/bohr. Its HOMO-LUMO gap is 0.205 Ha.